1 | Molecular formula: C4H13N2O
Method: DFT, ωB97M-V with the def2-TZVPD basis set

Element x y z (Å)
H 0.26496 0.15261 1.85504
H -1.58641 1.64991 -2.02626
H 1.04549 2.30056 -3.08483
C -0.39034 -2.25629 1.34633
C -0.52567 1.76525 -1.79568
H -0.92683 -2.59882 2.25221
H 0.89023 0.72907 -0.50541
N 0.95442 -1.78163 1.68465
H 1.48195 -2.49456 2.17567
H -0.38984 2.14521 -3.83126
H -0.93779 -1.41795 0.86924
H 0.50080 -0.64655 3.46103
H -0.07073 -0.31000 -1.51709
O -1.05269 0.49510 0.14937
C -0.16127 0.60075 -0.87305
H -0.39346 2.70467 -1.24670
H -0.33357 -3.10455 0.65946
N 0.18609 1.76812 -3.09537
C 0.89600 -0.53321 2.43931
H 1.90712 -0.11207 2.46998

Calculated values
Total charge = -1

***

2 | Molecular formula: C4H13N2O
Method: DFT, ωB97M-V with the def2-TZVPD basis set

Element x y z (Å)
H -0.61396 2.05670 2.84457
H -0.13341 3.24908 -0.54799
N -0.09763 2.32809 2.01539
H -0.19358 1.80627 -2.42520
H -0.83004 -3.36713 -0.89542
H 1.36647 -2.50936 -1.51735
H 1.02656 1.93970 -0.30954
H 0.42793 -4.23935 0.03110
N -0.63512 1.47032 -1.57946
H -0.55823 -2.96791 0.79670
C 0.93102 -2.16953 -0.54540
H -0.35922 0.48147 -1.48073
C -0.04769 2.16098 -0.43725
H 0.81504 1.89640 2.14380
C -0.06592 -3.27226 -0.12647
H -0.67834 0.60891 0.83130
O 0.37217 -0.94161 -0.61216
H -1.77882 1.98886 0.80900
H 1.78342 -2.22547 0.17229
C -0.73066 1.70583 0.83283

Calculated values
Total charge = -1

***

Which structure is most stable? 2, by 19.1 kcal/mol over the runner-up.

***

1 | Molecular formula: C10H9NO2
Method: DFT, ωB97M-V with the def2-TZVPD basis set

Element x y z (Å)
H -2.92491 -0.66308 4.02613
C 2.28036 0.92110 -3.66150
C 1.96998 1.31500 -2.37101
H -2.69843 0.55320 3.21437
C -1.47085 0.01387 0.65521
C 1.24802 -0.53328 0.34737
O -1.27665 -0.80191 2.97720
O 1.21116 -0.71807 -2.95021
H -3.29269 -1.12749 2.88033
C -0.74036 -0.47350 1.72325
C -2.77106 -0.48936 3.04617
H -2.31816 0.56913 0.94318
H 2.14512 2.16841 -1.75832
N 1.93261 -0.36991 -4.01135
H 2.19264 -0.69853 0.22527
H -1.40298 0.83213 -1.44024
C 0.52562 -0.81046 1.55742
C 0.54594 -0.12048 -0.69337
H 3.07183 1.21920 -4.33769
C -0.82823 0.39309 -0.63414
C 1.20044 0.23963 -1.94261
H 1.40063 -1.41870 2.20454

Calculated values
SMILES string = COc1ccc(-c2ccno2)cc1

***

2 | Molecular formula: C10H9NO2
Method: DFT, ωB97M-V with the def2-TZVPD basis set

Element x y z (Å)
C 4.44756 -0.70585 0.13701
C -3.80888 -0.60328 -0.51496
C 0.15596 1.30593 -0.20988
C 1.74030 -0.90058 0.26555
C 1.48285 1.35004 -0.41635
C 0.35211 -0.95506 0.42536
C 2.31901 0.16319 -0.04122
H -0.32185 2.26201 -0.37685
H 2.09639 -1.79986 0.34937
O -2.55908 -0.72330 -0.82541
H -4.66880 0.69851 0.74506
C -3.96628 0.19226 0.53096
O 3.65957 0.40061 -0.20096
H 5.65538 -0.50975 0.08940
H -4.41659 -1.29675 -1.31305
H 3.94812 -1.29293 -0.66024
C -1.94656 0.10667 0.01251
N -2.67843 0.61128 0.93053
C -0.48903 0.08492 0.06697
H 1.78012 2.56577 -0.30819
H 4.45980 -0.70758 1.00019
H -0.30974 -1.84631 0.63576

Calculated values
SMILES string = COc1ccc(-c2ncco2)cc1

***

Which structure is most stable? 2, by 10.2 kcal/mol over the runner-up.

***

1 | Molecular formula: H13O7
Method: DFT, ωB97M-V with the def2-TZVPD basis set

Element x y z (Å)
O -2.51029 -0.96024 1.01246
O 0.40296 2.12455 -0.05184
O -1.47078 0.65572 -1.45039
H 1.49931 1.01440 -0.54750
O -0.23418 0.31817 1.81515
H -1.60644 -0.66095 1.26463
O 1.45172 -2.04608 0.86558
H 0.07179 1.14306 1.33966
H -2.13675 1.33750 -1.34671
H 0.93181 -1.45891 1.42691
H 2.40263 -0.19555 -0.07915
H 1.12659 -1.92706 -0.04154
O 2.16874 0.33705 -0.84810
O 0.48427 -1.64379 -1.84659
H -2.58374 -0.67678 0.09708
H -0.46395 0.60233 2.70285
H -0.65935 1.10725 -1.12409
H 0.49082 3.02674 0.25329
H -0.39467 -1.23505 -1.84565
H 1.02951 -0.86235 -1.59606

Calculated values
Total charge = -1

***

2 | Molecular formula: H13O7
Method: DFT, ωB97M-V with the def2-TZVPD basis set

Element x y z (Å)
O 1.68394 -2.19134 0.44021
H -1.91282 0.41936 0.38180
O 1.02689 1.71186 0.33892
O -0.93486 0.11837 -2.61873
O -2.24369 -0.29743 1.06748
O -1.39900 1.41776 -0.45114
H 1.92791 0.13482 -2.05955
O 1.70087 -0.17388 -1.18285
H 0.85276 1.31929 1.11247
H -0.30746 -0.38461 -2.15922
H 1.57581 -1.57591 -0.26640
H 2.29119 -1.72525 1.02847
H -1.89776 2.18283 -0.39409
H -1.38877 0.63400 -1.80033
H 0.54815 -1.33239 1.97141
O 0.10692 -0.66114 2.44831
H 1.86491 0.68032 -0.64192
H -2.17910 -1.05024 0.62830
H -0.06718 1.78374 -0.12369
H -0.83617 -0.47951 1.98515

Calculated values
Total charge = -1

***

Which structure is most stable? 1, by 30.9 kcal/mol over the runner-up.

***

1 | Molecular formula: C3H6
Method: DFT, ωB97M-V with the def2-TZVPD basis set

Element x y z (Å)
C -0.54018 -0.62892 -0.03173
H -0.98164 -1.00040 -0.88073
H -0.56443 1.33629 -0.88741
H 1.54678 0.03764 -0.84997
C 0.85885 -0.15773 -0.01696
H -0.48324 1.20370 0.99613
C -0.32914 0.77413 0.04550
H 1.39250 -0.30079 0.84626
H -0.84718 -1.20128 0.79488

Calculated values
SMILES string = C1CC1

***

2 | Molecular formula: C3H6
Method: DFT, ωB97M-V with the def2-TZVPD basis set

Element x y z (Å)
H 0.24404 1.82535 0.71560
H 1.50621 -0.94493 0.10671
H -1.11215 1.65976 -0.46875
H -1.44212 -0.58441 0.24858
H 0.11907 -2.23653 0.35038
H 0.49277 1.54245 -1.04950
C -0.10290 1.25553 -0.20047
C -0.37348 -0.23105 0.09409
C 0.50841 -1.23476 0.12254

Calculated values
SMILES string = C=CC

***

Which structure is most stable? 2, by 6.3 kcal/mol over the runner-up.

***

1 | Molecular formula: CH2N2P2
Method: DFT, ωB97M-V with the def2-TZVPD basis set

Element x y z (Å)
N -1.87581 -0.88128 -0.59614
C 0.11237 1.08859 0.50707
H 0.50190 2.00309 0.86554
H 1.44355 -1.39366 -1.09256
P 0.78562 -1.41972 0.04449
P -1.81340 0.49843 -0.02820
N 0.84577 0.10455 0.29981

Calculated values
SMILES string = [H]/P=N/C=P#N

***

2 | Molecular formula: CH2N2P2
Method: DFT, ωB97M-V with the def2-TZVPD basis set

Element x y z (Å)
P 1.80132 -0.64721 -1.72500
N -2.46116 1.16860 1.58641
H 0.33036 -0.71114 1.54047
C -1.47237 0.78935 1.17342
H 0.81230 -0.85875 -2.76050
P 0.30469 0.44735 0.84885
N 0.68487 -0.18819 -0.66366

Calculated values
SMILES string = [H]/P=N/PC#N

***

Which structure is most stable? 2, by 33.6 kcal/mol over the runner-up.